No. 1
This record from the OMol25 dataset describes a molecular structure, C38H38CrN4O2SSb2. The level of theory is ωB97M-V with the def2-TZVPD basis set.

Cartesian coordinates (Å):
Cr  1.047  -1.092  -0.752
C  -2.813  -1.037  1.377
C  -3.712  -1.097  0.139
C  -2.907  -1.409  -1.109
Sb  -1.335  -0.011  -1.498
C  -1.016  -0.339  -3.578
C  -0.165  0.551  -4.229
C  0.073  0.428  -5.591
C  -0.545  -0.583  -6.312
C  -1.399  -1.470  -5.670
C  -1.632  -1.351  -4.306
C  -2.449  1.765  -1.797
C  -3.511  1.679  -2.692
C  -4.293  2.797  -2.943
C  -4.007  4.001  -2.314
C  -2.938  4.090  -1.433
C  -2.161  2.970  -1.167
Sb  -2.131  0.979  1.772
C  -3.776  1.497  3.031
C  -5.043  0.942  2.878
C  -6.090  1.334  3.704
C  -5.879  2.288  4.688
C  -4.620  2.852  4.843
C  -3.576  2.462  4.017
C  -0.767  0.625  3.375
C  -1.113  -0.107  4.511
C  -0.250  -0.174  5.595
C  0.962  0.508  5.564
C  1.313  1.245  4.442
C  0.452  1.297  3.350
H  -1.949  -1.692  1.245
H  -3.341  -1.381  2.268
H  -4.285  -0.176  -0.006
H  -4.461  -1.885  0.263
H  -3.544  -1.411  -1.997
H  -2.443  -2.393  -1.036
H  0.306  1.363  -3.682
H  0.736  1.124  -6.089
H  -0.364  -0.680  -7.375
H  -1.883  -2.259  -6.231
H  -2.292  -2.061  -3.822
H  -3.725  0.754  -3.217
H  -5.121  2.728  -3.637
H  -4.617  4.873  -2.512
H  -2.710  5.029  -0.947
H  -1.343  3.042  -0.462
H  -5.234  0.195  2.118
H  -7.070  0.892  3.577
H  -6.693  2.592  5.332
H  -4.450  3.597  5.610
H  -2.596  2.906  4.159
H  -2.071  -0.612  4.562
H  -0.531  -0.739  6.475
H  1.623  0.477  6.421
H  2.254  1.783  4.414
H  0.733  1.885  2.482
N  5.725  3.107  -4.767
C  5.237  2.321  -3.771
C  6.104  1.556  -2.975
C  5.609  0.757  -1.968
C  4.237  0.707  -1.742
C  3.361  1.459  -2.522
C  3.854  2.260  -3.523
S  3.649  -0.362  -0.517
O  2.959  -1.529  -1.196
O  4.692  -0.751  0.373
N  2.368  0.376  0.143
C  2.053  -0.204  1.379
N  2.680  0.064  2.507
C  2.305  -0.651  3.564
C  1.322  -1.638  3.516
C  0.696  -1.837  2.312
N  1.044  -1.096  1.249
H  6.713  3.200  -4.911
H  5.119  3.706  -5.295
H  7.171  1.601  -3.152
H  6.278  0.177  -1.347
H  2.296  1.434  -2.327
H  3.177  2.856  -4.124
H  2.817  -0.433  4.493
H  1.057  -2.215  4.389
H  -0.082  -2.574  2.170
C  0.498  -2.700  -1.848
H  0.898  -3.554  -1.290
H  1.100  -2.590  -2.757
H  -0.532  -2.906  -2.131

Results
2S+1: 4
E_HOMO (alpha / beta) in hartree: -0.39163 / -0.39118
Orbital gap (alpha / beta) in eV: 7.173 / 7.598
LUMO level (alpha / beta) in eV: -3.48 / -3.05
Charge: +1
Calculated total energy in eV: -102401.1631

***

No. 2
This record from the OMol25 dataset describes a molecular structure, C23H16AsMoO6. The level of theory is ωB97M-V with the def2-TZVPD basis set.

Cartesian coordinates (Å):
O  0.905  2.261  1.877
C  0.299  1.252  1.589
Mo  0.353  -1.263  -2.048
C  0.456  -2.288  -0.361
O  0.514  -2.862  0.656
C  0.305  -2.383  -3.750
O  0.273  -3.021  -4.724
C  1.852  0.007  -1.788
O  2.721  0.760  -1.591
C  -1.273  -0.202  -1.678
O  -2.226  0.425  -1.426
H  0.329  0.489  0.343
O  -0.543  0.569  2.371
As  -0.051  0.035  4.093
C  -0.475  1.652  5.043
C  -1.654  1.714  5.810
C  -1.966  2.895  6.495
C  -1.107  4.001  6.425
C  0.065  3.929  5.664
C  0.380  2.761  4.960
C  -1.314  -1.405  4.177
C  -2.027  -1.800  3.035
C  -2.938  -2.859  3.114
C  -3.125  -3.539  4.323
C  -2.403  -3.158  5.460
C  -1.500  -2.090  5.393
C  1.746  -0.620  3.809
C  2.024  -1.964  4.123
C  3.312  -2.472  3.914
C  4.322  -1.648  3.403
C  4.046  -0.309  3.106
C  2.763  0.209  3.317
H  -2.310  0.844  5.860
H  -2.882  2.946  7.086
H  -1.353  4.917  6.963
H  0.744  4.781  5.609
H  1.269  2.713  4.333
H  -1.866  -1.286  2.088
H  -3.497  -3.147  2.222
H  -3.832  -4.368  4.380
H  -2.536  -3.688  6.405
H  -0.934  -1.781  6.274
H  1.231  -2.598  4.523
H  3.522  -3.516  4.157
H  5.325  -2.047  3.243
H  4.822  0.345  2.709
H  2.559  1.256  3.092

Results
2S+1: 3
E_HOMO (alpha / beta) in hartree: -0.63595 / -0.64961
Orbital gap (alpha / beta) in eV: 6.530 / 3.995
LUMO level (alpha / beta) in eV: -10.78 / -13.68
Charge: +3
Calculated total energy in eV: -99055.6404

***

No. 3
This record from the OMol25 dataset describes 2 unconnected molecules or ions with the total composition C23H25F6N3O2. The level of theory is ωB97M-V with the def2-TZVPD basis set.

Cartesian coordinates (Å):
C  -0.034  -4.377  1.065
C  -1.081  -3.307  0.808
N  -2.329  -3.797  0.844
C  -3.509  -3.151  0.821
C  -4.652  -4.153  0.900
O  -3.729  -1.930  0.754
O  -0.710  -2.143  0.602
H  -0.496  -5.363  1.152
H  0.702  -4.382  0.256
H  0.499  -4.148  1.993
H  -4.251  -5.168  0.959
H  -5.267  -3.965  1.784
H  -5.294  -4.077  0.017
C  1.223  3.978  4.515
N  0.594  2.684  4.449
C  0.461  1.971  5.716
C  1.601  1.010  5.883
F  1.520  0.240  7.004
F  1.681  0.166  4.797
F  2.790  1.702  5.928
C  0.058  2.227  3.287
C  -1.039  1.319  3.293
C  -1.473  0.741  2.129
C  -0.867  1.063  0.885
C  -1.367  0.444  -0.276
C  -0.654  0.277  -1.480
C  -1.383  0.087  -2.686
C  -0.727  -0.026  -3.888
C  0.687  -0.123  -3.922
N  1.352  -0.261  -5.122
C  2.048  -1.479  -5.454
C  1.326  0.780  -6.143
C  2.371  1.806  -5.808
F  2.520  2.781  -6.740
F  2.053  2.407  -4.609
F  3.592  1.195  -5.629
C  1.416  -0.069  -2.709
C  0.771  0.209  -1.527
C  0.186  2.027  0.870
C  0.603  2.629  2.034
H  0.815  4.638  3.736
H  1.023  4.412  5.503
H  2.314  3.910  4.365
H  0.553  2.712  6.516
H  -0.469  1.398  5.753
H  -1.561  1.118  4.227
H  -2.270  -0.003  2.123
H  -2.362  0.005  -0.222
H  -2.472  0.061  -2.629
H  -1.270  -0.115  -4.828
H  1.587  -2.330  -4.928
H  1.982  -1.635  -6.539
H  3.108  -1.425  -5.159
H  1.594  0.318  -7.100
H  0.351  1.281  -6.143
H  2.498  -0.197  -2.750
H  1.349  0.334  -0.612
H  0.658  2.300  -0.075
H  1.381  3.394  2.010

Results
E_HOMO in hartree: -0.26050
Orbital gap in eV: 5.050
LUMO level in eV: -2.04
Calculated total energy in eV: -49125.3729

***

No. 4
This record from the OMol25 dataset describes a single C7H13N molecule. The level of theory is ωB97M-V with the def2-TZVPD basis set.

Cartesian coordinates (Å):
C  -1.968  1.120  0.666
C  -1.190  0.034  -0.052
C  -2.079  -1.059  -0.636
C  0.148  0.339  -0.653
C  1.504  1.110  -0.577
C  2.342  -0.097  -0.013
C  1.301  -1.062  0.665
H  -2.963  1.288  0.105
H  -2.132  0.785  1.771
H  -1.242  2.120  0.543
H  -2.858  -1.390  0.136
H  -1.459  -1.869  -1.015
H  -2.551  -0.617  -1.540
H  0.261  -0.383  -1.442
H  1.301  1.878  0.189
H  1.913  1.561  -1.507
H  3.143  0.272  0.749
H  2.960  -0.651  -0.735
H  1.541  -1.446  1.671
H  1.238  -1.982  0.005
N  0.072  -0.268  0.667

Results
E_HOMO in hartree: -0.30681
Orbital gap in eV: 9.421
SMILES: CC1(C)[C@H]2CCCN21
LUMO level in eV: 1.07
Calculated total energy in eV: -8956.1396